Record 1
50
Properties=species:S:1:pos:R:3:mulliken_charge:R:1 method="wB97M-V/def2-TZVPD" spin_multiplicity=1 energy_ha=-4335.60117 homo_ha=-0.1935 gap_ev=7.207 mol_weight_g_mol=570.1 charge=-1
I 0.57069 -1.95074 -8.24506 -0.426
Br -0.86004 -5.05552 -0.07084 -0.282
Al 0.43175 -0.73614 -5.96176 0.072
O 0.48629 -2.12619 -4.71001 -0.488
O 0.29782 3.05511 4.06045 -0.344
O -2.01279 0.05403 2.11780 -0.333
O 2.00617 -0.06090 -5.21670 -0.585
O -0.72931 0.06707 0.26640 -0.532
O 0.36136 5.27699 4.30520 -0.337
O 0.30842 3.95373 6.12569 -0.546
O -0.61623 -1.64719 1.71842 -0.253
N -1.07646 0.38213 -5.72271 -0.578
N 2.54912 0.45550 -2.89755 -0.618
C 0.81882 2.80362 1.69592 -1.050
C -1.08580 -0.45901 1.26908 0.602
C 1.62741 -0.14498 -3.85615 -0.090
C -1.07180 -1.79948 3.06467 -0.560
C 0.63924 5.00901 2.92621 -0.449
C 0.32059 4.08229 4.94516 0.615
C 1.61204 -2.53611 -2.57082 -0.746
C -2.64062 -0.35670 4.43077 -1.387
C 0.91183 -1.52351 -3.51535 0.816
C 0.10031 3.61446 2.75327 0.628
C -0.16060 -3.37965 -0.87727 -0.455
C -2.32296 -0.96218 3.07886 0.506
C 0.55940 -3.65588 -2.23792 -0.654
H 0.02647 -1.19231 -2.91597 -0.095
H 0.13497 5.73140 2.28635 0.332
H 0.95106 3.37502 0.77660 0.393
H 0.24749 1.90680 1.45826 -0.113
H 0.76287 0.56901 -3.81833 0.118
H -0.29503 -1.43275 3.74185 0.295
H -2.55614 -1.09767 5.22660 0.353
H -0.22955 -3.72681 -3.00449 0.351
H -3.18182 -1.52968 2.70855 0.264
H -1.97561 0.48082 4.64817 0.285
H -1.77483 -0.17783 -5.23683 0.219
H 2.48553 -3.03468 -3.03506 0.385
H -0.97442 3.62878 2.54848 0.237
H 1.79459 2.47064 2.05394 0.359
H -0.89708 1.16404 -5.10112 0.239
H 2.01760 0.77092 -2.10021 0.253
H 1.89502 -2.10418 -1.59015 0.272
H -1.27090 -2.84739 3.28439 0.336
H -3.65804 0.03782 4.43886 0.369
H 1.71845 5.07986 2.76514 0.305
H 3.30299 -0.16848 -2.63808 0.269
H 1.02245 -4.65749 -2.16397 0.457
H 0.46787 -2.86506 -0.14089 0.271
H -1.03860 -2.74057 -1.06788 0.321

***

Record 2
46
Properties=species:S:1:pos:R:3:mulliken_charge:R:1 method="wB97M-V/def2-TZVPD" relative_energy_kj_mol=24.33 spin_multiplicity=1 energy_ha=-1075.20601 homo_ha=-0.3212 gap_ev=9.224 mol_weight_g_mol=313.2 charge=0
O 0.46683 1.39865 2.98942 -0.713
O -1.25156 2.78051 2.67063 -0.510
O -3.14028 -1.84222 -0.27554 -0.685
O 5.35940 2.05517 2.74849 -0.548
O 3.13193 1.88857 3.66530 -0.755
N -1.05589 -0.95392 0.10465 0.151
N -1.59692 -2.04023 -3.03696 -0.401
N -1.19169 2.40057 0.04418 -0.821
C 1.97723 1.15894 0.56537 -0.987
C 0.61383 0.79498 -0.04024 0.023
C -2.28684 -3.93311 -1.65149 -0.872
C -2.46653 -2.85119 -3.88026 -0.690
C 2.18098 2.67421 0.73207 -0.347
C -0.60583 1.32906 0.83338 2.023
C -0.40524 1.82140 2.27430 -0.486
C -1.94609 -1.79349 -0.55140 0.306
C 3.46921 3.14397 1.40512 -1.091
C -1.43008 -2.66808 -1.67566 0.181
C -2.67628 -4.18090 -3.12596 -0.489
C 0.33710 -0.70357 -0.26807 -0.856
C -1.56006 0.09008 0.96243 -1.387
B 4.02322 2.36481 2.66956 0.716
H -1.59934 -0.25815 1.99412 0.364
H -1.91032 2.83704 0.61017 0.297
H 2.19415 1.79627 3.39728 0.450
H 2.14303 3.18479 -0.24315 0.472
H 0.46573 -0.98762 -1.31021 0.445
H 3.45580 4.21496 1.60029 0.400
H -1.76655 -4.77551 -1.24244 0.371
H -0.38402 -2.91040 -1.51227 0.396
H -3.18331 -3.78146 -0.99093 0.272
H -1.03652 2.96561 3.60265 0.477
H -2.03293 -4.97461 -3.57624 0.254
H -1.57148 2.03904 -0.81876 0.288
H -1.98037 -2.93882 -4.86036 0.331
H 5.58499 1.48828 3.50728 0.305
H 1.02182 -1.32801 0.31482 0.205
H -0.74073 -1.76284 -3.52345 0.331
H -3.40751 -2.35024 -4.04722 0.266
H 1.35189 3.11328 1.28796 0.123
H 0.49903 1.34112 -0.98446 0.228
H 2.05767 0.65648 1.52896 0.286
H 2.79850 0.76442 -0.03306 0.671
H -3.68409 -4.58052 -3.22161 0.351
H 4.32985 2.94688 0.75548 0.245
H -2.55173 0.36582 0.60581 0.412

***

Record 3
45
Properties=species:S:1:pos:R:3:mulliken_charge:R:1 method="wB97M-V/def2-TZVPD" spin_multiplicity=1 energy_ha=-8587.44845 homo_ha=-0.3671 gap_ev=10.414 mol_weight_g_mol=498.0 charge=0
Br 1.68244 -2.81742 2.73431 -0.161
Br 2.64284 -3.05328 -1.25056 -0.094
Br 1.82836 -1.02173 -4.20385 -0.129
O 1.41519 -0.38763 4.04079 -0.493
O -3.98533 -1.54673 0.52947 -0.483
O -1.19710 -2.11537 2.53896 -0.242
O -3.35061 -1.66565 3.08339 -0.615
N -2.63873 -1.47330 0.89915 0.593
C -0.71400 -1.41894 3.68614 -0.347
C 3.45384 -1.05908 -3.13571 -0.538
C -1.79025 -2.19083 -0.05584 -0.979
C 3.79890 -2.45630 -2.69526 -0.587
C -1.00334 3.95930 -0.95409 -1.292
C -2.47764 -1.78003 2.24055 0.307
C -0.96408 3.34863 0.43763 -0.440
C 0.79061 -1.31355 3.59587 0.372
C -0.69132 0.10912 -0.32671 0.254
C -0.96886 -1.24266 -0.96290 -0.182
C 0.40281 0.87248 -1.08656 0.230
C 1.12550 1.96062 -0.28435 -1.077
C 0.35107 2.65611 0.82710 -0.588
H 3.29248 -0.38774 -2.29866 0.263
H 3.70178 -3.18248 -3.49458 0.375
H 1.12325 0.13333 -1.42332 -0.496
H -0.38505 0.00793 0.70854 -0.185
H -1.56835 -1.05609 -1.84915 0.371
H -2.41251 -2.81787 -0.67469 0.387
H -1.10438 4.16524 1.13878 0.427
H -0.51494 4.92328 -0.97747 0.344
H -0.05500 -1.72123 -1.28510 -0.038
H 4.23441 -0.65860 -3.77802 0.391
H -0.61216 3.31491 -1.72699 0.305
H -1.80061 2.68726 0.61492 0.276
H 1.55643 2.68141 -0.96855 0.465
H 4.80921 -2.49028 -2.29462 0.346
H -1.08381 -2.82856 0.45481 0.301
H -4.25451 -0.63537 0.41071 0.332
H -0.04572 1.25992 -1.99481 0.333
H -2.03946 4.15365 -1.21365 0.363
H -0.96127 -1.99660 4.56848 0.417
H -1.12450 -0.42379 3.74660 0.351
H -1.59868 0.69046 -0.39748 0.141
H 1.01472 3.39236 1.26670 0.536
H 0.14287 1.94854 1.62094 0.047
H 1.97553 1.47654 0.18910 0.440

***

Record 4
44
Properties=species:S:1:pos:R:3:mulliken_charge:R:1 method="wB97M-V/def2-TZVPD" relative_energy_kj_mol=0.00 spin_multiplicity=1 energy_ha=-3860.53271 homo_ha=-0.0659 gap_ev=4.933 mol_weight_g_mol=394.0 charge=-1
Ga 0.71344 1.04074 0.60106 0.186
Cl 0.26022 1.60154 2.60503 -0.350
Cl -0.00321 2.55591 -0.81786 -0.406
P -0.07294 -2.04624 1.01219 0.982
N -1.68345 -2.19537 3.37798 0.068
N 0.68114 -2.76103 3.61869 0.047
N -0.86731 -4.33751 2.64820 0.047
C -0.86583 0.68567 -4.22077 -0.726
C -1.59004 -1.53148 2.08175 -1.073
C 0.57816 0.48260 -3.79556 -0.397
C -1.85342 0.35721 -3.08437 -0.573
C -0.64893 -3.86756 1.24427 -1.523
C -2.00411 -3.61588 3.28623 -0.815
C -0.48001 -2.03259 4.19779 -0.905
C 0.33170 -4.19604 3.47554 -0.782
C -0.21242 -1.34734 -2.27443 -0.372
C 0.80291 -0.95991 -3.31915 -0.607
C 1.46593 -0.72987 0.35162 -0.561
C -1.37561 -0.70156 -2.14254 -0.502
C 1.15026 -2.17566 2.40877 -1.287
H 1.52455 -1.17902 2.65802 0.544
H -0.98688 1.72672 -4.54332 0.295
H 0.13488 -4.60920 4.48557 0.270
H 1.15043 -4.70940 2.97444 0.378
H -1.59270 -4.05046 0.69436 0.347
H -2.06985 1.31094 -2.59861 0.265
H -2.89347 -3.77417 2.67505 0.340
H -2.13875 -4.00552 4.31280 0.298
H 1.39111 -1.01671 -0.68363 0.026
H -0.22080 -0.97550 4.20145 0.425
H -1.54008 -0.43464 2.21503 0.484
H -2.15659 -1.12651 -1.50457 0.352
H 1.86474 -1.01673 -3.01225 0.294
H -0.69208 -2.44455 5.20237 0.275
H 0.04436 -2.23753 -1.64848 0.763
H -2.49320 -1.76700 1.49698 0.357
H 2.50549 -0.79025 0.71633 0.632
H 0.68009 -1.67704 -4.15691 0.329
H 1.27170 0.72061 -4.60970 0.337
H -1.12489 0.00623 -5.05099 0.293
H 0.10439 -4.53776 0.81400 0.467
H -2.79841 0.00692 -3.51891 0.326
H 2.00520 -2.73785 2.02960 0.384
H 0.80368 1.21366 -2.99366 0.067

***

Record 5
43
Properties=species:S:1:pos:R:3:mulliken_charge:R:1 method="wB97M-V/def2-TZVPD" relative_energy_kj_mol=229.18 spin_multiplicity=1 energy_ha=-2464.31424 homo_ha="-0.2121 / -0.2122" gap_ev="5.818 / 5.819" mol_weight_g_mol=343.1 charge=0
Ti -0.82712 0.71540 0.42225 0.221
Cl 1.33172 0.89982 0.67738 -0.450
Cl -1.52174 2.79564 -0.00874 -0.479
O -0.95822 -0.92567 1.38104 -0.249
N -0.22997 -2.55560 2.82101 0.114
N -2.11560 -1.22022 3.26147 0.161
C 2.62383 -1.61312 -2.17597 -0.520
C -2.28386 -1.74258 4.60217 -0.553
C -0.31171 -3.18797 4.13424 -0.577
C 1.36138 -0.94828 -4.18262 -0.960
C -2.84338 -0.05436 2.78091 -1.083
C -0.36303 -0.38900 -1.13487 0.381
C 0.93722 0.54019 -3.93940 -0.492
C -0.49486 0.78827 -3.50644 -0.649
C -1.73972 -3.14517 4.61625 -0.758
C -1.02151 -0.18208 -2.40216 -0.871
C 0.94312 -2.84848 1.99991 -0.859
C -1.08549 -1.58664 2.48006 0.440
C 1.64146 -1.89105 -3.06025 -0.273
H -3.35275 -1.71948 4.81782 0.406
H 3.06027 -0.61062 -2.17514 0.253
H 0.76839 -2.46075 -2.77058 0.433
H 2.72543 -2.09094 -1.20286 0.251
H -1.96724 0.20783 -1.98861 0.372
H 2.32032 -0.89161 -4.67611 0.382
H -1.80186 -3.54727 5.62982 0.378
H -0.63467 1.81235 -3.12483 0.260
H 0.03727 -4.22313 4.03980 0.390
H 1.40358 -3.74895 2.40277 0.372
H -2.17606 0.82410 2.68228 0.312
H 0.35678 -2.67997 4.85686 0.269
H -1.19902 0.71370 -4.35877 0.346
H -0.18962 -1.44431 -0.95463 -0.046
H -1.24463 -1.15333 -2.88576 0.298
H -2.34505 -3.78302 3.97112 0.313
H -1.74617 -1.09637 5.31893 0.263
H -3.62312 0.16556 3.50456 0.359
H 0.62759 -1.39415 -4.83546 0.315
H 1.67273 -2.03737 2.02215 0.281
H -3.29448 -0.26427 1.79958 0.310
H 1.60132 0.99588 -3.20639 0.281
H 1.10217 1.10566 -4.85031 0.395
H 0.65132 -3.03664 0.96854 0.261